Below is a cluster of 11 separate species, C96H120F18N12O12 in total, with properties calculated with ωB97M-V/def2-TZVPD.

Output
F_max   4.3 eV/Å
E_LUMO   -0.3739 Eh
HOMO level   -0.38724 Eh
HOMO-LUMO gap   0.4 eV
Energy   -7085.14076 hartree

```
! wB97M-V def2-TZVPD RIJCOSX def2/J DEFGRID3
* xyz 6 1
C -10.954 7.300 3.735
N -11.143 8.266 4.846
C -10.767 9.557 4.742
C -10.726 10.373 5.865
C -10.924 9.793 7.151
C -11.305 8.477 7.218
C -11.409 7.673 6.054
C -10.728 10.473 8.451
C -10.756 9.729 9.658
C -10.605 10.427 10.871
N -10.454 11.786 10.915
C -10.366 12.451 9.782
C -10.548 11.799 8.531
C -10.172 12.333 12.267
H -11.301 6.302 4.105
H -9.919 7.317 3.413
H -11.585 7.596 2.895
H -10.512 9.907 3.729
H -10.264 11.330 5.724
H -11.672 7.970 8.080
H -11.722 6.620 6.140
H -10.943 8.659 9.718
H -10.629 9.820 11.809
H -10.116 13.510 9.786
H -10.552 12.528 7.684
H -9.036 12.167 12.386
H -10.673 11.756 13.069
H -10.312 13.388 12.324
C 6.132 4.945 6.091
N 6.376 3.886 5.069
C 5.413 3.760 3.996
C 5.779 2.604 3.113
C 6.934 1.938 3.192
C 7.814 2.134 4.290
C 7.468 3.088 5.224
C 7.119 0.966 2.088
C 8.353 0.899 1.384
C 8.287 0.211 0.246
N 7.287 -0.674 -0.037
C 6.172 -0.631 0.728
C 6.053 0.198 1.766
C 7.346 -1.593 -1.265
H 5.201 5.509 5.811
H 6.945 5.673 6.086
H 6.025 4.607 7.122
H 4.391 3.532 4.409
H 5.145 2.543 2.229
H 8.699 1.461 4.397
H 7.955 3.237 6.206
H 9.258 1.458 1.705
H 9.011 0.370 -0.504
H 5.463 -1.305 0.268
H 1.441 5.362 8.543
H 6.350 -1.939 -1.461
H 8.044 -2.418 -1.031
H 7.738 -1.053 -2.119
C 8.972 2.736 -5.262
N 10.234 3.174 -4.583
C 10.967 2.411 -3.755
C 12.150 2.888 -3.302
C 12.615 4.170 -3.505
C 11.804 4.932 -4.335
C 10.685 4.437 -4.989
C 13.914 4.583 -2.890
C 14.973 3.736 -2.963
C 16.203 4.166 -2.505
N 16.325 5.313 -1.858
C 15.197 6.081 -1.661
C 14.044 5.812 -2.252
C 17.635 5.880 -1.424
H 9.163 2.606 -6.324
H 8.159 3.459 -5.073
H 8.625 1.758 -4.901
H 10.413 1.465 -3.485
H 12.774 2.308 -2.626
H 12.072 5.971 -4.618
H 10.170 5.003 -5.781
H 14.977 2.765 -3.488
H 17.169 3.715 -2.736
H 15.426 7.025 -1.155
H 13.305 6.516 -2.091
H 18.404 5.139 -1.787
H 17.694 5.918 -0.321
H 17.755 6.839 -1.856
C -2.000 -6.511 -4.184
N -2.542 -7.333 -5.372
C -3.488 -8.255 -5.121
C -4.145 -8.793 -6.203
C -3.913 -8.330 -7.523
C -2.860 -7.451 -7.702
C -2.158 -7.020 -6.587
C -4.710 -9.010 -8.572
C -4.528 -10.388 -8.821
C -5.228 -10.875 -9.885
N -6.118 -10.226 -10.626
C -6.246 -8.919 -10.454
C -5.563 -8.295 -9.466
C -6.903 -10.998 -11.523
H -1.675 -7.234 -3.409
H -2.854 -5.980 -3.780
H -1.206 -5.901 -4.537
H -3.687 -8.559 -4.088
H -4.934 -9.498 -5.974
H -2.563 -7.057 -8.707
H -1.294 -6.356 -6.739
H -3.967 -10.954 -8.144
H -5.189 -11.989 -10.155
H -6.950 -8.462 -11.064
H -5.674 -7.209 -9.335
H -6.238 -11.703 -11.947
H -7.434 -10.391 -12.254
H -7.647 -11.531 -10.928
C -13.997 3.850 4.604
N -14.525 2.812 3.717
C -15.618 2.976 2.894
C -16.163 1.888 2.209
C -15.542 0.657 2.137
C -14.390 0.518 2.923
C -13.887 1.621 3.646
C -16.108 -0.534 1.306
C -16.690 -0.417 0.077
C -17.247 -1.530 -0.506
N -17.223 -2.750 0.130
C -16.611 -2.865 1.301
C -16.053 -1.772 1.924
C -17.902 -3.946 -0.497
H -14.824 4.313 5.123
H -13.355 4.570 4.044
H -13.315 3.341 5.288
H -16.076 3.941 2.912
H -17.098 2.215 1.766
H -13.878 -0.417 2.955
H -13.087 1.495 4.383
H -16.795 0.493 -0.519
H -17.902 -1.477 -1.407
H -16.703 -3.843 1.723
H -15.668 -1.822 2.949
H -18.415 -4.582 0.216
H -17.249 -4.600 -1.064
H -18.650 -3.534 -1.166
C 7.870 -9.834 0.986
N 7.518 -9.264 -0.434
C 7.199 -10.205 -1.361
C 6.942 -9.898 -2.660
C 7.062 -8.653 -3.117
C 7.543 -7.709 -2.196
C 7.809 -8.059 -0.863
C 6.299 -8.171 -4.290
C 5.474 -7.069 -4.106
C 4.672 -6.510 -5.080
N 4.702 -7.007 -6.295
C 5.424 -8.130 -6.560
C 6.180 -8.755 -5.604
C 3.925 -6.354 -7.355
H 8.898 -10.079 0.914
H 7.233 -10.728 1.136
H 7.617 -9.058 1.644
H 7.001 -11.193 -0.981
H 6.407 -10.611 -3.317
H 7.627 -6.676 -2.452
H 8.173 -7.322 -0.198
H 5.264 -6.709 -3.108
H 1.651 -3.765 -3.046
H 5.481 -8.566 -7.533
H 6.770 -9.605 -6.023
H 3.884 -5.339 -7.088
H 2.893 -6.845 -7.315
H 4.364 -6.554 -8.336
C 2.296 -8.392 -5.340
O 1.276 -8.660 -6.373
O 2.181 -7.321 -4.656
C 2.257 -9.616 -4.405
F 3.414 -9.750 -3.606
F 1.193 -9.567 -3.573
F 2.204 -10.820 -4.984
C 1.709 -9.110 -7.594
C 0.586 -8.971 -8.669
H -0.318 -9.339 -8.114
H 0.594 -7.970 -9.044
H 0.900 -9.604 -9.456
H 2.024 -10.175 -7.495
H 2.650 -8.614 -7.830
H 3.228 -8.490 -5.855
C 2.153 -2.884 -1.407
O 3.015 -1.947 -2.124
O 1.201 -3.510 -2.206
C 3.026 -3.780 -0.490
F 3.465 -4.833 -1.227
F 4.111 -3.159 0.035
F 2.228 -4.251 0.509
C 2.436 -0.649 -2.332
C 2.983 -0.102 -3.617
H 2.694 -0.681 -4.480
H 2.520 0.908 -3.683
H 4.098 -0.034 -3.630
H 2.667 0.066 -1.491
H 1.349 -0.641 -2.299
H 1.528 -2.330 -0.654
C -10.264 4.425 5.492
O -9.296 5.502 5.425
O -11.527 4.869 5.636
C -10.232 3.691 4.179
F -9.130 3.020 3.835
F -11.229 2.711 4.166
F -10.527 4.534 3.183
C -7.967 5.206 5.961
C -6.858 6.139 5.543
H -6.445 6.070 4.541
H -7.061 7.219 5.642
H -6.000 5.786 6.154
H -7.840 4.146 5.666
H -8.091 5.209 7.090
H -9.920 3.726 6.335
C 10.020 -0.713 -3.512
O 9.189 -1.919 -3.853
O 9.332 0.284 -3.070
C 11.221 -1.267 -2.626
F 10.702 -1.582 -1.420
F 11.910 -2.263 -3.089
F 12.164 -0.276 -2.436
C 8.506 -1.704 -5.167
C 7.011 -1.860 -5.108
H 6.753 -2.832 -4.727
H 6.370 -1.159 -4.547
H 6.652 -1.702 -6.090
H 8.938 -2.496 -5.962
H 8.797 -0.755 -5.570
H 10.503 -0.474 -4.497
C 0.883 3.875 7.337
O 1.587 2.739 7.157
O 1.734 4.952 7.688
C -0.001 4.273 6.091
F -0.933 5.208 6.391
F 0.650 4.707 5.047
F -0.627 3.112 5.740
C 1.987 2.016 8.257
C 0.812 1.124 8.784
H 1.114 0.216 9.291
H 0.150 1.598 9.531
H 0.273 0.866 7.874
H 2.355 2.713 9.076
H 2.863 1.469 7.859
H 0.142 3.890 8.175
C 4.202 5.597 2.814
O 3.394 5.943 3.803
O 5.414 4.964 3.195
C 3.358 4.822 1.792
F 4.162 4.377 0.803
F 2.825 3.653 2.390
F 2.309 5.494 1.252
C 2.889 7.281 4.040
C 3.065 7.551 5.486
H 2.576 8.499 5.555
H 2.503 6.857 6.085
H 4.080 7.535 5.825
H 1.844 7.396 3.707
H 3.373 7.973 3.381
H 4.549 6.409 2.191
*
```